1.
19
Properties=species:S:1:pos:R:3:lowdin_charge:R:1 method="wB97M-V/def2-TZVPD" charge=+1 gap_ev=9.2 e_homo_ev=-14.033 e_above_lowest_kj_mol=466.0
C -0.62 -1.29 -0.52 -0.12
C -1.78 -0.83 0.45 -0.11
C 0.57 -0.37 -0.59 -0.27
C 0.27 0.99 -0.06 -0.23
C 1.36 1.92 0.03 0.04
N -1.95 0.57 0.15 -0.01
N 1.78 -0.88 0.24 0.05
O -0.88 1.42 0.18 0.15
H -0.37 -2.35 -0.37 0.13
H -0.90 -1.40 -1.63 0.15
H -2.69 -1.32 0.50 0.12
H -1.32 -0.88 1.43 0.13
H 0.87 -0.13 -1.62 0.18
H 1.28 2.66 0.87 0.14
H 1.55 2.52 -0.88 0.14
H 2.15 1.24 0.24 0.08
H -2.86 1.04 0.47 0.21
H 2.02 -1.92 -0.08 0.16
H 1.51 -0.98 1.18 0.05

***

2.
19
Properties=species:S:1:pos:R:3:lowdin_charge:R:1 method="wB97M-V/def2-TZVPD" charge=+1 gap_ev=11.5 e_homo_ev=-14.198 e_above_lowest_kj_mol=324.8 smiles="CNC(=O)[C@@H]1C[N@H+]1C"
C -1.11 0.43 0.09 -0.39
C 1.20 -0.68 1.20 0.06
C 0.45 -0.48 -0.08 -0.08
C -3.42 -0.05 0.00 -0.05
C 2.71 0.55 -0.54 0.02
N -2.05 -0.48 0.04 0.02
N 1.51 0.41 0.23 -0.09
O -1.00 1.62 0.14 0.11
H 0.86 -0.53 2.16 0.10
H 1.97 -1.55 1.12 0.17
H 0.34 -1.12 -0.94 0.15
H -3.47 0.88 0.53 0.08
H -3.73 0.31 -1.04 0.13
H -4.14 -0.75 0.49 0.11
H 3.66 0.75 -0.04 0.12
H 2.95 -0.24 -1.18 0.09
H 2.39 1.30 -1.25 0.12
H -1.86 -1.48 0.01 0.17
H 1.20 1.36 0.33 0.17

***

3.
21
Properties=species:S:1:pos:R:3:lowdin_charge:R:1 method="wB97M-V/def2-TZVPD" charge=+1 gap_ev=7.8 e_homo_ev=-12.394 e_above_lowest_kj_mol=211.3 smiles="C/[NH+]=C(/C)[C@@](N)(O)C(O)=S"
C -0.32 1.08 0.24 -0.10
C 0.66 -1.77 -0.53 -0.79
C 0.19 -0.45 0.47 -0.43
C 0.36 2.08 1.07 0.02
C -1.66 0.09 -1.45 0.00
N 1.37 -0.46 1.16 0.08
N -1.10 1.28 -0.79 0.10
O 1.68 -1.37 -1.29 -0.03
O -1.01 -1.04 1.09 -0.03
S 0.25 -3.34 -0.31 0.80
H -0.27 2.88 1.34 0.08
H 1.09 2.58 0.29 0.17
H 0.76 1.59 1.94 0.09
H -1.99 -0.59 -0.69 0.07
H -2.68 0.47 -1.90 0.16
H -0.94 -0.40 -2.08 0.09
H 2.18 -0.15 0.56 0.16
H 1.50 -1.27 1.73 0.12
H -1.36 2.20 -1.14 0.18
H 2.15 -2.15 -1.69 0.15
H -0.85 -1.27 1.98 0.10

***

4.
21
Properties=species:S:1:pos:R:3:lowdin_charge:R:1 method="wB97M-V/def2-TZVPD" charge=+1 gap_ev=9.2 e_homo_ev=-12.820 e_above_lowest_kj_mol=179.7
C 1.25 0.71 0.14 -0.55
C -0.01 1.12 -0.73 -0.13
C 1.11 -0.70 0.46 -0.37
C -1.01 -0.06 -0.53 -0.34
C -0.95 -2.09 1.12 -0.02
N -0.29 -1.01 0.36 -0.16
N -0.38 2.39 -0.05 0.22
O 1.90 1.58 0.70 0.07
O -1.54 -0.66 -1.65 0.04
S 2.32 -0.91 -1.15 0.84
H 0.23 1.23 -1.82 0.18
H 1.39 -1.15 1.50 0.18
H -1.90 0.13 0.08 0.16
H -1.03 -3.13 0.76 0.10
H -0.49 -2.03 2.18 0.12
H -2.01 -1.74 1.13 0.09
H 0.45 2.41 0.62 0.15
H -1.32 2.31 0.21 0.14
H -0.38 3.28 -0.69 0.24
H -0.80 -0.99 -2.21 0.13
H 3.47 -0.69 -0.45 -0.09

***

5.
19
Properties=species:S:1:pos:R:3:lowdin_charge:R:1 method="wB97M-V/def2-TZVPD" charge=+1 gap_ev="6.7 / 6.7" e_homo_ev="-12.568 / -12.568" e_above_lowest_kj_mol=591.9
C -0.78 -1.44 0.92 -0.03
C -0.72 -0.33 1.48 -0.07
C -0.23 1.03 1.24 -0.14
C 0.49 1.01 -0.12 -0.14
C -0.11 0.24 -1.22 -0.32
N 0.58 0.12 -2.39 0.11
N -0.40 -1.36 -0.67 0.13
S -1.37 -0.74 4.27 0.49
H -1.06 -2.42 1.13 0.10
H -1.02 1.72 1.28 0.11
H 0.48 1.48 1.90 0.14
H 0.74 1.99 -0.40 0.13
H 1.44 0.54 0.02 0.13
H -1.17 0.58 -1.34 0.18
H 1.53 -0.18 -2.11 0.12
H 0.21 -0.50 -3.07 0.10
H 0.55 -1.83 -0.73 0.18
H -1.29 -1.77 -0.85 0.13
H -1.94 -1.87 4.32 -0.34

***

6.
19
Properties=species:S:1:pos:R:3:lowdin_charge:R:1 method="wB97M-V/def2-TZVPD" charge=+1 gap_ev=9.9 e_homo_ev=-13.144 e_above_lowest_kj_mol=269.7
C -0.08 -0.94 -0.40 -0.21
C -1.01 1.55 -0.08 -0.23
C 0.47 1.40 0.08 -0.08
C -1.68 0.31 -0.59 -0.50
C 2.36 -0.45 0.15 0.07
N 0.85 -0.11 -0.12 -0.05
N -0.10 -2.20 -0.16 0.20
S -3.17 -0.28 0.16 0.79
H -1.47 1.98 0.79 0.12
H -1.19 2.33 -0.82 0.13
H 1.05 2.14 -0.61 0.17
H 0.71 1.42 1.09 0.11
H -1.86 0.05 -1.66 0.09
H 2.79 0.55 0.23 0.10
H 2.54 -0.97 1.03 0.07
H 2.82 -0.86 -0.62 0.04
H -0.83 -2.86 -0.34 0.13
H 0.55 -2.71 0.38 0.12
H -2.74 -0.35 1.49 -0.07

***

7.
19
Properties=species:S:1:pos:R:3:lowdin_charge:R:1 method="wB97M-V/def2-TZVPD" charge=+1 gap_ev="7.2 / 7.2" e_homo_ev="-12.739 / -12.741" e_above_lowest_kj_mol=144.9
C 1.89 -1.25 0.58 -0.06
C 1.01 -0.58 1.23 -0.06
C 1.64 -1.09 -0.88 -0.09
C 0.29 0.32 0.24 -0.38
C -0.28 1.71 0.54 -0.09
N 0.52 0.49 -2.15 0.22
N 0.75 0.02 -1.00 -0.21
Si -2.02 -0.65 -0.05 0.95
H 2.51 -1.93 1.02 0.10
H 1.00 -0.28 2.33 0.16
H 2.63 -0.82 -1.39 0.18
H 1.26 -2.10 -1.17 0.17
H -0.79 1.97 1.46 0.09
H -0.98 1.96 -0.27 0.06
H 0.60 2.39 0.53 0.11
H 0.03 1.35 -2.13 0.07
H -1.64 -1.83 0.47 -0.12
H -2.45 -0.91 -1.43 -0.07
H -2.61 0.61 0.51 -0.03